Molecular formula: C38H35BrNO3TaTe
Method: DFT, ωB97M-V with the def2-TZVPD basis set

- largest force on an atom (eV Å⁻¹) = 0.49
- LUMO (hartree) = -0.26386
- ΔE to the lowest compared entry with this formula, charge and spin (kJ/mol) = 44.03
- total charge = +2
- Kohn-Sham gap (eV) = 6.8
- 2S+1 = 1

Geometry (Å):
Ta -0.39042 0.95409 -1.30417
C 0.03213 -3.75638 4.15345
C -0.01349 -2.62755 3.16246
C 0.23971 -1.31332 3.55494
C 0.22639 -0.26350 2.64764
C 0.42136 1.16273 3.11322
O -0.44713 1.64876 3.80170
C 1.64142 1.90210 2.70537
C 1.80976 3.20651 3.17253
C 2.94972 3.91723 2.84074
C 3.92296 3.33292 2.03695
C 3.75947 2.03678 1.56652
C 2.62345 1.31842 1.90576
C -0.08281 -0.52979 1.32981
O -0.08887 0.51823 0.46501
C -0.40747 -1.82305 0.89008
C -0.33598 -2.86005 1.83374
C -0.85755 -2.10510 -0.46846
N -0.93005 -1.17944 -1.38549
C -1.49619 -1.49902 -2.70441
C -1.61464 -0.18654 -3.45155
Te -3.02311 1.33225 -2.72188
C -3.13130 0.91946 -0.64072
C -2.84480 1.99223 0.20787
C -2.95846 1.83226 1.58398
C -3.36287 0.61502 2.10633
C -3.68835 -0.44025 1.25630
C -3.58316 -0.29407 -0.11570
C -1.27495 -3.49099 -0.80296
C -0.48036 -4.27044 -1.63946
C -0.87834 -5.55985 -1.95739
C -2.07385 -6.06185 -1.46060
C -2.86773 -5.28285 -0.63028
C -2.46499 -4.00027 -0.28917
H 0.56738 -3.46871 5.05580
H 0.52359 -4.63087 3.72865
H -0.97688 -4.05289 4.44475
H 0.46307 -1.10053 4.59415
H 1.04831 3.63741 3.80905
H 3.08923 4.92181 3.21680
H 4.81910 3.88607 1.78752
H 4.52753 1.58050 0.95591
H 2.51601 0.29565 1.56397
H -0.54102 -3.87301 1.51428
H -2.46141 -1.99909 -2.60412
H -0.83608 -2.16346 -3.26441
H -1.93071 -0.32048 -4.48579
H -0.61102 0.27106 -3.57863
H -2.54202 2.94951 -0.19725
H -2.72067 2.65370 2.24630
H -3.43597 0.49347 3.17871
H -4.04258 -1.37588 1.66979
H -3.86588 -1.10752 -0.77254
H 0.45658 -3.88142 -2.02285
H -0.25360 -6.17398 -2.59152
H -2.38356 -7.06616 -1.71548
H -3.79457 -5.67841 -0.23762
H -3.06860 -3.40039 0.38177
Br 5.71072 -0.52374 -3.88812
C 4.01681 -0.12621 -3.19651
C 3.37614 1.04779 -3.57539
C 2.13426 1.34501 -3.04401
C 1.48684 0.47020 -2.15744
C 2.16127 -0.71143 -1.80223
C 3.41685 -1.00467 -2.30231
H 3.85521 1.72609 -4.26791
H 1.66947 2.28068 -3.33321
H 1.71706 -1.41127 -1.10309
H 3.93189 -1.90811 -2.00539
C -0.87874 4.93232 -0.90731
C 0.29492 4.14929 -1.44914
C 1.58432 4.36631 -0.68648
O -0.00886 2.73122 -1.38804
H -0.68059 5.99735 -1.02084
H -1.02933 4.72356 0.15307
H -1.79086 4.71182 -1.46457
H 0.43526 4.37108 -2.50951
H 1.46686 4.07970 0.36003
H 1.85371 5.42190 -0.73028
H 2.40111 3.79003 -1.12072

Löwdin atomic charge list, values in e, 4 entries: 1.72, -0.02, -0.22, 0.08